Formula: C9H9NO2S
Source: OMol25
Level of theory: ωB97M-V/def2-TZVPD

Its HOMO energy (spin up / spin down) is -8.26 / -8.26 eV. The frontier orbital gap (spin up / spin down) comes out at 5.938 / 5.937 eV.

Element x y z (Å)
C -1.312 -0.631 2.039
C 1.783 2.113 1.938
C 0.650 1.345 1.906
C 2.877 1.495 1.300
C 0.857 0.101 1.293
C -1.125 0.274 -1.326
C -1.987 0.335 -2.683
C 0.178 -2.284 0.771
C -0.081 -0.904 1.268
N -2.192 -0.356 2.682
O -0.029 0.903 -1.295
O -1.590 -0.456 -0.481
S 2.469 0.009 0.620
H 1.733 3.073 2.617
H -0.231 1.630 2.519
H 3.823 1.954 1.175
H -2.645 1.180 -2.503
H -2.656 -0.439 -2.746
H -1.217 0.508 -3.371
H -0.775 -2.873 0.839
H 0.814 -2.838 1.551
H 0.437 -2.395 -0.222


Formula: C9H9NO2Si
Source: OMol25
Level of theory: ωB97M-V/def2-TZVPD

Its HOMO energy (spin up / spin down) is -9.34 / -8.47 eV. The frontier orbital gap (spin up / spin down) comes out at 7.944 / 5.862 eV.

Element x y z (Å)
C 1.416 1.703 1.319
C 0.115 1.869 0.947
C 2.244 0.534 1.543
C -0.879 0.953 0.403
C -0.853 -0.385 0.332
C 2.068 -0.594 1.003
C -2.172 1.495 0.000
C -2.126 -0.828 -0.285
C 0.916 -1.371 -1.760
N -2.906 0.335 -0.350
O -2.641 2.618 0.029
O -2.557 -1.910 -0.582
Si 1.243 -1.976 0.018
H 1.829 2.752 1.441
H -0.349 2.863 0.780
H 3.177 0.708 1.934
H 1.661 -0.735 -2.042
H 0.678 -2.192 -2.406
H 0.071 -0.648 -1.724
H -3.809 0.408 -0.736
H 0.427 -2.838 0.659
H 2.447 -2.762 -0.522


Formula: C9H9NOS
Source: OMol25
Level of theory: ωB97M-V/def2-TZVPD

Its HOMO energy is -8.94 eV. The frontier orbital gap comes out at 8.928 eV. Its structure (SMILES) is Oc1ccc(CCN=C=S)cc1.

Element x y z (Å)
O 2.947 1.418 -3.670
C 2.347 1.126 -2.465
C 2.874 0.319 -1.557
C 2.314 0.144 -0.310
C 1.070 0.743 -0.097
C 0.174 0.505 1.071
C -0.850 -0.650 0.941
N -1.662 -0.469 2.257
C -2.616 -1.187 2.302
S -3.949 -2.415 2.388
C 0.502 1.590 -1.041
C 1.216 1.865 -2.206
H 3.838 1.011 -3.447
H 3.659 -0.336 -1.736
H 2.628 -0.740 0.290
H 0.639 0.255 1.939
H -0.352 1.433 1.352
H -1.315 -0.589 -0.095
H -0.258 -1.699 1.143
H -0.539 1.979 -0.910
H 0.757 2.533 -3.011


Formula: CBr2N2O
Source: OMol25
Level of theory: ωB97M-V/def2-TZVPD

Its HOMO energy is -9.40 eV. The frontier orbital gap comes out at 8.084 eV.

Element x y z (Å)
C 0.766 0.814 -0.652
N -1.697 -0.226 1.537
N -1.464 -0.797 0.612
O -1.176 -1.434 -0.303
Br 1.856 2.149 -1.344
Br 1.716 -0.506 0.150


Formula: CBr2S
Source: OMol25
Level of theory: ωB97M-V/def2-TZVPD

Its HOMO energy (spin up / spin down) is -9.33 / -8.71 eV. The frontier orbital gap (spin up / spin down) comes out at 7.879 / 6.473 eV.

Element x y z (Å)
C -0.143 0.002 -0.062
S 1.372 -1.241 0.890
Br -1.059 1.126 1.048
Br -0.169 0.113 -1.876


Formula: CBrCl2O3S
Source: OMol25
Level of theory: ωB97M-V/def2-TZVPD

Its HOMO energy (spin up / spin down) is -5.50 / -5.45 eV. The charge is -1. The frontier orbital gap (spin up / spin down) comes out at 7.083 / 6.988 eV.

Element x y z (Å)
C 0.765 0.629 -0.674
O -1.736 0.896 0.118
O -0.061 -0.284 1.369
O -0.867 -1.196 -0.764
S -0.668 -0.056 0.093
Cl 3.153 -1.379 0.957
Cl 1.874 -0.430 -0.957
Br 1.132 2.318 -0.062


Formula: CBrClFO2S
Source: OMol25
Level of theory: ωB97M-V/def2-TZVPD

Its HOMO energy (spin up / spin down) is -4.46 / -4.48 eV. The charge is -1. The frontier orbital gap (spin up / spin down) comes out at 5.542 / 5.464 eV.

Element x y z (Å)
C -0.108 -0.123 -0.275
O 1.119 1.402 1.328
O -1.079 0.433 2.215
F 1.285 -2.149 -1.980
S -0.270 1.125 1.146
Cl -1.302 -1.310 -0.541
Br 0.355 0.623 -1.893


Formula: CBrClNO2P
Source: OMol25
Level of theory: ωB97M-V/def2-TZVPD

Its HOMO energy is -10.08 eV. The frontier orbital gap comes out at 6.797 eV.

Element x y z (Å)
C 1.808 0.087 -0.491
N 2.329 -0.861 -0.881
O -1.155 -0.043 1.943
O 1.170 1.096 -0.212
P -0.970 -0.041 0.507
Cl -0.861 -1.680 -0.502
Br -2.320 1.441 -0.363


Formula: CBrIOS
Source: OMol25
Level of theory: ωB97M-V/def2-TZVPD

Its HOMO energy (spin up / spin down) is -8.89 / -9.06 eV. The frontier orbital gap (spin up / spin down) comes out at 7.347 / 7.457 eV.

Element x y z (Å)
C -0.305 -0.008 -0.504
O -0.946 -0.638 1.397
S 1.202 0.549 -0.507
Br 1.771 -0.030 1.543
I -1.722 0.126 -1.929


Formula: CBrNO4
Source: OMol25
Level of theory: ωB97M-V/def2-TZVPD

Its HOMO energy (spin up / spin down) is -10.56 / -10.88 eV. The frontier orbital gap (spin up / spin down) comes out at 8.037 / 8.798 eV.

Element x y z (Å)
C -1.766 -0.918 -0.015
N 0.450 1.062 0.181
O 0.445 1.563 -0.863
O -2.373 -0.370 0.793
O 1.144 0.337 0.802
O -1.142 -1.367 -0.865
Br 3.243 -0.308 -0.033


Formula: CCl2O3S2
Source: OMol25
Level of theory: ωB97M-V/def2-TZVPD

Its HOMO energy (spin up / spin down) is -10.61 / -10.61 eV. The frontier orbital gap (spin up / spin down) comes out at 8.318 / 8.317 eV. Its structure (SMILES) is O=C(Cl)S(=O)(=O)SCl.

Element x y z (Å)
O 1.676 0.669 1.570
C 0.953 0.704 0.668
Cl 0.515 2.070 -0.172
S 0.207 -0.781 -0.249
O 1.003 -1.983 -0.005
O -0.090 -0.216 -2.279
S -1.683 -0.886 0.865
Cl -2.582 0.423 -0.397


Formula: CCl2S3
Source: OMol25
Level of theory: ωB97M-V/def2-TZVPD

Its HOMO energy is -8.75 eV. The frontier orbital gap comes out at 5.881 eV.

Element x y z (Å)
C -1.319 -0.038 -0.131
S -2.763 -0.776 -0.087
S -0.403 -0.920 1.009
S 2.319 0.266 0.916
Cl -0.805 1.417 -0.800
Cl 2.971 0.051 -0.906


Formula: CCl3IO2S
Source: OMol25
Level of theory: ωB97M-V/def2-TZVPD

Its HOMO energy is -10.15 eV. The frontier orbital gap comes out at 8.934 eV.

Element x y z (Å)
C -0.141 0.066 1.151
O -0.136 -1.417 -1.470
O -0.853 0.938 -1.612
S 0.018 -0.055 -1.075
Cl 1.413 -0.344 1.712
Cl -0.602 1.696 1.343
Cl 1.951 0.485 -1.460
I -1.650 -1.369 1.410


Formula: CCl3NO2
Source: OMol25
Level of theory: ωB97M-V/def2-TZVPD

Its HOMO energy is -11.06 eV. The frontier orbital gap comes out at 10.148 eV. Its structure (SMILES) is O=NOC(Cl)(Cl)Cl.

Element x y z (Å)
O 2.026 -0.484 1.221
N 1.375 0.198 0.566
O 0.026 -0.435 0.150
C -0.901 0.311 -0.663
Cl -2.455 -0.621 -0.519
Cl -1.306 1.939 0.102
Cl -0.345 0.364 -2.309


Formula: CCl4NOP
Source: OMol25
Level of theory: ωB97M-V/def2-TZVPD

Its HOMO energy (spin up / spin down) is -9.79 / -9.79 eV. The frontier orbital gap (spin up / spin down) comes out at 8.212 / 8.212 eV.

Element x y z (Å)
C 0.143 1.424 0.327
N -0.203 0.657 -0.627
O 1.686 -2.266 -0.042
P -0.040 -0.957 -0.560
Cl -0.125 3.075 0.282
Cl 0.861 0.939 1.797
Cl -0.960 -1.526 -2.167
Cl -1.361 -1.347 0.990


Formula: CCl6NP
Source: OMol25
Level of theory: ωB97M-V/def2-TZVPD

Its HOMO energy is -9.35 eV. The frontier orbital gap comes out at 9.332 eV.

Element x y z (Å)
C -1.350 -0.129 -0.051
N 1.413 -0.870 -0.258
P 0.669 0.481 -0.012
Cl -2.207 1.297 -0.612
Cl -1.524 -1.553 -0.976
Cl -1.625 -0.416 1.624
Cl 3.106 -0.636 -0.493
Cl 0.839 1.202 1.795
Cl 0.936 2.002 -1.234


Formula: CClF2NO2
Source: OMol25
Level of theory: ωB97M-V/def2-TZVPD

Its HOMO energy (spin up / spin down) is -8.11 / -12.11 eV. The frontier orbital gap (spin up / spin down) comes out at 8.014 / 8.970 eV. The spin multiplicity is 3.

Element x y z (Å)
C -0.926 -0.275 -0.076
N 1.050 0.483 -0.030
O 1.284 1.587 -0.382
O 1.720 -0.406 0.358
F -0.910 -1.013 1.030
F -1.074 -0.971 -1.174
Cl -2.138 0.960 0.239


Formula: CClF3OS
Source: OMol25
Level of theory: ωB97M-V/def2-TZVPD

Its HOMO energy (spin up / spin down) is -9.73 / -10.04 eV. The frontier orbital gap (spin up / spin down) comes out at 8.252 / 8.509 eV.

Element x y z (Å)
C -0.719 0.791 -0.191
O 0.818 -2.218 -0.163
F -0.073 1.953 -0.628
F -1.492 1.061 0.843
F 2.308 -0.438 0.822
S 0.801 -1.225 0.843
Cl -1.643 0.078 -1.527


Formula: CClF5N2
Source: OMol25
Level of theory: ωB97M-V/def2-TZVPD

Its HOMO energy is -11.82 eV. The frontier orbital gap comes out at 12.192 eV. Its structure (SMILES) is FN(F)C(F)(Cl)N(F)F.

Element x y z (Å)
F 1.529 0.539 1.162
N 1.072 0.723 -0.087
F 2.127 0.238 -0.864
C 0.016 -0.173 -0.332
F 0.284 -1.439 -0.099
Cl -0.559 0.080 -1.970
N -1.067 0.373 0.532
F -1.173 -0.342 1.709
F -2.228 0.002 -0.052


Formula: CClFN2O4
Source: OMol25
Level of theory: ωB97M-V/def2-TZVPD

Its HOMO energy is -11.65 eV. The frontier orbital gap comes out at 11.233 eV. Its structure (SMILES) is O=[N+]([O-])C(F)(Cl)[N+](=O)[O-].

Element x y z (Å)
O -0.027 -1.682 -0.923
N -0.704 -0.710 -0.773
O -1.651 -0.381 -1.353
C -0.363 0.139 0.516
F -1.240 1.184 0.475
Cl -0.290 -0.705 1.921
N 1.152 0.635 0.126
O 1.215 0.979 -0.994
O 1.909 0.541 1.006